(1)
The following is a DFT calculation (wB97M-V/def2-TZVPD) of C4H6O2 in the gas phase.

Structure (XYZ):
```
12
Properties=species:S:1:pos:R:3
H 0.707 1.985 1.501
H -1.688 -0.453 -0.788
C 0.106 1.440 0.772
H -1.029 -1.991 -1.567
C 0.456 -0.878 -0.377
C -0.817 -1.031 -1.096
C 0.573 0.008 0.836
O 1.042 -0.462 1.853
O 0.247 -0.285 -1.650
H 0.196 1.874 -0.226
H -0.941 1.514 1.094
H 1.147 -1.720 -0.351
```

Values from the calculation:
- Electronic energy: -8338.7761 eV
- HOMO-LUMO gap: 10.866 eV
- SMILES string: CC(=O)[C@H]1CO1
- 2S+1: 1
- E_HOMO: -9.92 eV
- Max |F|: 0.52 eV/A
- LUMO energy: 0.948 eV
- Energy relative to the best compared isomer or geometry (same formula, charge and spin): 162.59 kJ/mol

natural (NBO) atomic charges, in units of e: atom 1 (H): 0.246, atom 2 (H): 0.185, atom 3 (C): -0.733, atom 4 (H): 0.192, atom 5 (C): -0.049, atom 6 (C): -0.091, atom 7 (C): 0.562, atom 8 (O): -0.528, atom 9 (O): -0.473, atom 10 (H): 0.240, atom 11 (H): 0.241, atom 12 (H): 0.209

(2)
The following is a DFT calculation (wB97M-V/def2-TZVPD) of a 3-piece molecular cluster, C27H60N7O2P2 overall.

Structure (XYZ):
```
98
Properties=species:S:1:pos:R:3
C 1.611 -1.755 5.643
H 1.751 -3.071 -8.407
H -1.585 -2.093 -8.066
H 0.670 0.260 -3.410
H -4.490 0.774 1.664
N -0.918 -0.433 -6.900
H -6.549 -0.257 2.534
H 3.312 3.411 6.937
H -3.745 2.204 -1.804
N 0.700 -2.404 -6.726
H 0.907 -1.381 4.903
H -0.836 -3.858 -7.076
O 2.555 0.282 4.269
H 1.008 -0.945 1.987
H 1.807 3.567 6.018
H 2.405 -0.480 0.960
H -6.933 -2.401 -1.154
H 2.165 -1.948 8.137
H 2.259 1.627 -6.266
H 1.570 0.578 -7.470
H 4.452 1.871 3.918
P 0.005 -1.243 -5.663
H 2.166 -1.467 -7.926
N 2.119 -0.672 6.475
C -1.988 2.667 1.096
H -1.007 -0.792 -1.067
H -1.816 1.669 1.512
H 1.089 -3.467 -0.180
H 3.029 -0.457 8.371
H -4.887 -1.314 -1.945
H -2.654 -1.691 -6.714
C -6.197 -0.488 1.539
H 1.844 1.410 -4.004
H 0.819 -4.482 -7.092
C -0.120 -0.417 -0.563
C -3.336 0.352 -0.700
C 0.588 1.550 7.380
C -0.822 1.984 -1.142
H -7.807 -1.894 1.098
C -6.437 -1.690 -0.509
C 0.793 -2.672 -0.867
P 2.549 0.792 5.682
H -2.186 3.595 -0.797
H 3.730 -1.738 7.344
C 0.158 -3.757 -6.619
H -1.173 1.406 -2.005
H 1.596 -2.574 -1.599
H 1.067 -2.474 6.260
H 2.906 -0.008 -6.439
C 0.107 1.070 -0.327
H -0.229 2.794 -1.563
H -2.147 1.258 -7.238
N -4.606 -0.229 -0.184
H 0.639 -1.759 -8.776
C -3.395 1.888 -0.820
H 4.982 0.008 7.504
H -2.598 -0.684 -8.169
C 1.324 -2.149 -8.011
H -4.161 2.231 -0.118
C 1.487 0.382 -4.116
H -0.876 1.538 -6.075
H 4.705 1.716 7.886
C -1.593 0.800 -6.419
H 2.415 -2.287 5.120
H 6.057 1.204 6.883
H -2.291 0.592 -5.601
H -1.210 3.341 1.449
C 4.787 2.089 4.933
H -2.585 0.109 0.049
C 1.984 0.587 -6.462
N 4.227 1.124 5.876
H 0.339 0.520 7.615
H 4.502 3.126 5.160
H 5.876 2.036 4.919
H -2.933 3.022 1.516
H -0.044 1.874 6.547
N 2.034 1.706 7.073
H 0.334 2.142 8.259
H 2.062 -2.153 1.308
C -6.908 -1.394 0.765
C -2.070 2.571 -0.430
C -1.995 -1.273 -7.480
H 1.123 1.242 -0.688
C -5.276 -1.093 -0.963
C 0.723 -1.357 -0.128
H 0.143 1.273 0.746
N 1.024 0.130 -5.479
O 0.366 -1.888 -4.354
H 1.819 3.692 7.784
C -5.038 0.079 1.044
C 1.589 -1.193 1.100
H -0.164 -2.895 -1.336
H -3.106 -0.076 -1.668
H 0.070 -4.052 -5.573
C 2.806 -1.221 7.628
H 2.301 -0.294 -3.830
C 5.005 1.014 7.095
C 2.251 3.167 6.933
```

Values from the calculation:
- Electronic energy: -62067.2527 eV
- HOMO-LUMO gap: 5.802 eV
- 2S+1: 1
- E_HOMO: -9.83 eV
- Max |F|: 7.04 eV/A
- LUMO energy: -4.025 eV
- Charge: +1

Mulliken atomic charges, in units of e: atom 1 (C): -0.933, atom 2 (H): 0.371, atom 3 (H): 0.273, atom 4 (H): -0.049, atom 5 (H): 0.384, atom 6 (N): -0.088, atom 7 (H): 0.419, atom 8 (H): 0.258, atom 9 (H): 0.174, atom 10 (N): 0.032, atom 11 (H): 0.227, atom 12 (H): 0.270, atom 13 (O): -0.729, atom 14 (H): 0.271, atom 15 (H): 0.352, atom 16 (H): 0.291, atom 17 (H): 0.405, atom 18 (H): 0.376, atom 19 (H): 0.360, atom 20 (H): 0.373, atom 21 (H): 0.200, atom 22 (P): 0.940, atom 23 (H): 0.204, atom 24 (N): 0.228, atom 25 (C): -1.795, atom 26 (H): 0.122, atom 27 (H): 0.410, atom 28 (H): 0.504, atom 29 (H): 0.365, atom 30 (H): 0.443, atom 31 (H): 0.346, atom 32 (C): -0.858, atom 33 (H): 0.377, atom 34 (H): 0.430, atom 35 (C): 0.018, atom 36 (C): -0.626, atom 37 (C): -1.062, atom 38 (C): -0.746, atom 39 (H): 0.421, atom 40 (C): -0.687, atom 41 (C): -1.570, atom 42 (P): 0.738, atom 43 (H): 0.429, atom 44 (H): 0.316, atom 45 (C): -0.997, atom 46 (H): 0.118, atom 47 (H): 0.253, atom 48 (H): 0.327, atom 49 (H): 0.312, atom 50 (C): -1.017, atom 51 (H): 0.425, atom 52 (H): 0.398, atom 53 (N): 0.266, atom 54 (H): 0.298, atom 55 (C): -1.130, atom 56 (H): 0.199, atom 57 (H): 0.390, atom 58 (C): -0.786, atom 59 (H): 0.658, atom 60 (C): -0.761, atom 61 (H): 0.297, atom 62 (H): 0.299, atom 63 (C): -1.051, atom 64 (H): 0.300, atom 65 (H): 0.372, atom 66 (H): 0.314, atom 67 (H): 0.376, atom 68 (C): -0.975, atom 69 (H): 0.306, atom 70 (C): -1.150, atom 71 (N): 0.050, atom 72 (H): 0.299, atom 73 (H): 0.278, atom 74 (H): 0.418, atom 75 (H): 0.420, atom 76 (H): 0.329, atom 77 (N): -0.053, atom 78 (H): 0.415, atom 79 (H): 0.509, atom 80 (C): -0.163, atom 81 (C): 0.436, atom 82 (C): -1.058, atom 83 (H): 0.541, atom 84 (C): 0.100, atom 85 (C): 0.618, atom 86 (H): 0.621, atom 87 (N): 0.271, atom 88 (O): -0.816, atom 89 (H): 0.392, atom 90 (C): 0.301, atom 91 (C): -1.376, atom 92 (H): 0.372, atom 93 (H): 0.386, atom 94 (H): 0.189, atom 95 (C): -1.174, atom 96 (H): 0.290, atom 97 (C): -0.773, atom 98 (C): -1.046

(3)
The following is a DFT calculation (wB97M-V/def2-TZVPD) of C41H47ClN7OSW as an isolated structure.

Structure (XYZ):
```
99
Properties=species:S:1:pos:R:3
H -3.559 3.595 3.848
H -4.104 3.971 -3.376
C 1.298 -3.396 1.248
H -4.299 -3.413 -1.856
H 1.356 -4.519 -1.431
H 4.863 -0.765 -0.727
C 1.883 -5.016 -0.649
C 6.217 0.469 2.039
H 1.086 -5.674 -0.203
H -3.287 -3.957 2.713
N 0.297 -0.236 -1.824
H -4.367 4.402 0.903
C -2.839 -1.813 0.038
N 0.993 3.940 0.728
C -4.315 4.399 -1.222
C -3.086 2.216 1.621
C -1.664 -1.048 1.982
H 4.011 -2.043 -2.125
H 0.187 -2.366 -1.434
H -4.916 5.290 -1.292
H -2.934 -1.198 -5.284
H -6.173 1.312 2.637
C -2.315 -0.593 -1.971
H 1.750 -2.652 1.939
H 0.879 -4.165 1.974
H -2.376 2.849 2.172
N 2.506 -0.156 -2.066
C -0.032 3.869 -1.837
C -2.123 -2.156 2.667
H -4.463 -2.887 -4.258
N -1.991 -0.829 0.663
C -3.874 3.707 -2.348
H -1.124 -0.294 2.561
H 2.666 -5.621 -1.132
H -4.742 0.279 2.809
C 4.182 1.150 0.790
H -5.300 0.749 1.181
W -1.191 0.613 -0.705
N -4.358 2.302 2.294
C -2.993 -1.280 -4.188
C 0.363 5.088 -1.278
H 3.628 -4.410 2.200
H 6.198 -1.540 0.244
H 6.951 -0.317 2.271
C -3.969 3.907 0.025
C 3.183 -2.499 -1.583
C -3.161 2.543 -2.219
C 0.843 5.073 0.019
Cl 4.790 3.637 3.818
C -0.254 3.676 -3.268
O 4.644 -4.018 -0.694
C -3.741 -2.567 -2.249
C 1.415 0.488 -2.170
C 5.247 0.257 1.014
C 2.427 -4.064 0.368
H -0.945 2.874 -3.472
C -3.821 -2.304 -3.601
H 3.217 -1.545 1.235
C -2.634 2.131 -0.958
C 4.129 2.317 1.601
H 3.313 3.067 1.488
C 0.801 -1.475 -1.664
C -2.967 -1.739 -1.433
H -0.679 4.605 -3.663
H 6.810 1.738 3.657
C 6.110 1.587 2.825
H 2.361 -5.598 1.892
H 1.121 5.983 0.513
S 0.290 1.307 1.056
H -5.263 3.312 3.893
H 0.461 -2.986 0.683
C -4.286 2.835 3.631
H 2.781 -3.338 -2.167
N -0.045 2.732 -1.052
C 5.177 -1.029 0.252
H 3.873 -5.674 0.946
H 4.599 -2.613 1.587
C 5.055 2.444 2.692
C 3.123 -4.947 1.413
H -2.636 1.188 1.691
C -3.044 -3.058 2.143
H -1.654 0.334 -3.821
C 4.138 -2.034 0.839
H 1.303 1.517 -2.527
C -5.171 1.064 2.234
N 2.147 -1.456 -1.669
C -3.208 2.698 0.145
C 0.490 2.860 0.187
H 5.590 -3.704 -0.580
H -4.364 -3.249 0.361
H 0.643 3.517 -3.875
H -2.940 1.974 -3.176
H -1.642 -2.364 3.617
C -3.559 -2.739 0.854
H -4.119 1.973 4.343
C 3.587 -3.125 -0.252
C -2.275 -0.429 -3.407
H 0.353 6.055 -1.827
H 3.464 1.006 -0.012
```

Values from the calculation:
- Electronic energy: -80932.7402 eV
- HOMO-LUMO gap (alpha / beta): 6.574 / 6.438 eV
- 2S+1: 3
- E_HOMO (alpha / beta): -9.99 / -10.33 eV
- Max |F|: 3.40 eV/A
- LUMO energy (alpha / beta): -3.420 / -3.891 eV
- Energy relative to the best compared isomer or geometry (same formula, charge and spin): 0.00 kJ/mol
- Charge: +1

Mulliken atomic charges, in units of e: atom 1 (H): 0.357, atom 2 (H): 0.472, atom 3 (C): -1.389, atom 4 (H): 0.401, atom 5 (H): 0.377, atom 6 (H): 0.346, atom 7 (C): -2.226, atom 8 (C): -0.599, atom 9 (H): 0.462, atom 10 (H): 0.510, atom 11 (N): 0.804, atom 12 (H): 0.410, atom 13 (C): 0.808, atom 14 (N): -0.607, atom 15 (C): -0.877, atom 16 (C): 0.502, atom 17 (C): -0.017, atom 18 (H): 0.438, atom 19 (H): 0.646, atom 20 (H): 0.444, atom 21 (H): 0.435, atom 22 (H): 0.401, atom 23 (C): 1.000, atom 24 (H): 0.412, atom 25 (H): 0.504, atom 26 (H): 0.484, atom 27 (N): -0.871, atom 28 (C): 0.859, atom 29 (C): -0.988, atom 30 (H): 0.404, atom 31 (N): 0.514, atom 32 (C): -0.671, atom 33 (H): 0.466, atom 34 (H): 0.377, atom 35 (H): 0.318, atom 36 (C): 0.086, atom 37 (H): 0.230, atom 38 (W): 0.180, atom 39 (N): 0.169, atom 40 (C): -0.659, atom 41 (C): -0.825, atom 42 (H): 0.365, atom 43 (H): 0.518, atom 44 (H): 0.350, atom 45 (C): -0.954, atom 46 (C): -2.769, atom 47 (C): -0.231, atom 48 (C): -0.552, atom 49 (Cl): -0.228, atom 50 (C): -1.330, atom 51 (O): -0.629, atom 52 (C): -0.571, atom 53 (C): -0.874, atom 54 (C): -0.333, atom 55 (C): 2.052, atom 56 (H): 0.054, atom 57 (C): -1.059, atom 58 (H): 0.243, atom 59 (C): 1.242, atom 60 (C): -0.795, atom 61 (H): 0.363, atom 62 (C): -0.378, atom 63 (C): 0.275, atom 64 (H): 0.447, atom 65 (H): 0.368, atom 66 (C): -0.481, atom 67 (H): 0.505, atom 68 (H): 0.494, atom 69 (S): -0.548, atom 70 (H): 0.318, atom 71 (H): -0.100, atom 72 (C): -1.024, atom 73 (H): 0.746, atom 74 (N): 0.126, atom 75 (C): -0.420, atom 76 (H): 0.314, atom 77 (H): 0.768, atom 78 (C): 0.352, atom 79 (C): -1.891, atom 80 (H): -0.744, atom 81 (C): -0.716, atom 82 (H): 0.369, atom 83 (C): -0.929, atom 84 (H): 0.661, atom 85 (C): -0.989, atom 86 (N): 0.817, atom 87 (C): 0.122, atom 88 (C): 0.575, atom 89 (H): 0.444, atom 90 (H): 0.548, atom 91 (H): 0.330, atom 92 (H): 0.280, atom 93 (H): 0.480, atom 94 (C): -1.028, atom 95 (H): 0.352, atom 96 (C): 1.895, atom 97 (C): -1.024, atom 98 (H): 0.417, atom 99 (H): 0.316

(4)
The following is a DFT calculation (wB97M-V/def2-TZVPD) of C9H8KN5O4 as an isolated structure.

Structure (XYZ):
```
27
Properties=species:S:1:pos:R:3
N -1.669 2.207 1.975
O -1.104 -1.724 1.619
C 3.518 -2.348 -0.503
N 3.117 -4.462 -1.662
H 3.728 -0.519 0.562
C 1.740 -1.294 0.814
O 1.379 -0.356 1.552
H 4.529 -2.373 -0.885
C -0.492 -2.482 0.878
O 4.276 -4.422 -2.046
C -3.153 4.571 -0.051
C 2.644 -3.408 -0.846
K -0.444 0.188 2.566
N -3.796 5.755 -0.137
C 1.342 -3.413 -0.386
H -3.027 4.311 -2.092
C 0.864 -2.393 0.433
C -2.216 3.106 1.499
H -1.031 -3.366 0.483
H 0.694 -4.234 -0.669
H -2.268 3.090 -1.134
O 2.346 -5.368 -1.947
H -4.115 6.152 0.730
C 3.079 -1.339 0.286
N -2.856 4.157 1.140
H -4.227 6.062 -0.990
N -2.860 3.903 -1.188
```

Values from the calculation:
- Electronic energy: -41426.4899 eV
- HOMO-LUMO gap: 7.442 eV
- 2S+1: 1
- E_HOMO: -7.64 eV
- Max |F|: 3.24 eV/A
- LUMO energy: -0.198 eV
- Energy relative to the best compared isomer or geometry (same formula, charge and spin): 93.71 kJ/mol

natural (NBO) atomic charges, in units of e: atom 1 (N): -0.556, atom 2 (O): -0.672, atom 3 (C): -0.128, atom 4 (N): 0.529, atom 5 (H): 0.219, atom 6 (C): 0.476, atom 7 (O): -0.769, atom 8 (H): 0.241, atom 9 (C): 0.445, atom 10 (O): -0.412, atom 11 (C): 0.657, atom 12 (C): -0.089, atom 13 (K): 0.954, atom 14 (N): -0.780, atom 15 (C): -0.082, atom 16 (H): 0.404, atom 17 (C): -0.339, atom 18 (C): 0.484, atom 19 (H): 0.110, atom 20 (H): 0.239, atom 21 (H): 0.422, atom 22 (O): -0.417, atom 23 (H): 0.422, atom 24 (C): -0.315, atom 25 (N): -0.641, atom 26 (H): 0.398, atom 27 (N): -0.796

(5)
The following is a DFT calculation (wB97M-V/def2-TZVPD) of an isolated ion of composition C4H3O2 and charge -1.

Structure (XYZ):
```
9
Properties=species:S:1:pos:R:3
C -0.353 0.762 0.726
O 1.745 0.444 1.978
O -1.957 -0.232 -0.721
H -1.145 1.452 0.938
C 0.709 0.644 1.425
H 1.322 -0.666 -0.796
C -0.729 -0.185 -0.483
C 0.300 -0.793 -1.109
H 0.107 -1.428 -1.959
```

Values from the calculation:
- Electronic energy: -8290.8140 eV
- HOMO-LUMO gap: 6.478 eV
- SMILES string: C=C([O-])C=C=O
- 2S+1: 1
- E_HOMO: -2.49 eV
- Max |F|: 2.58 eV/A
- LUMO energy: 3.983 eV
- Energy relative to the best compared isomer or geometry (same formula, charge and spin): 2.09 kJ/mol
- Charge: -1

natural (NBO) atomic charges, in units of e: atom 1 (C): -0.621, atom 2 (O): -0.556, atom 3 (O): -0.770, atom 4 (H): 0.253, atom 5 (C): 0.678, atom 6 (H): 0.169, atom 7 (C): 0.431, atom 8 (C): -0.764, atom 9 (H): 0.180